Entry 1:
Density functional theory data (ωB97M-V/def2-TZVPD) for a structure of composition C8H5F6I2NO4RhS2Se in a non-equilibrium geometry.

```
30
Properties=species:S:1:pos:R:3:forces:R:3
Rh 0.141 -0.676 0.522 0.775 -0.449 -0.917
F -0.732 3.702 2.491 0.137 -0.043 0.064
C -1.675 3.396 1.618 0.070 0.238 0.306
F -1.478 4.087 0.507 -0.033 -0.487 -0.129
F -2.857 3.689 2.119 -0.055 -0.232 -0.101
S -1.575 1.548 1.313 -1.040 0.744 0.990
O -0.210 1.363 0.787 0.858 -0.235 -0.530
O -2.592 1.079 0.447 -0.523 0.340 -0.504
N -1.651 1.022 2.799 -0.337 0.175 -0.019
S -1.767 -0.526 2.961 1.585 -0.117 0.928
O -2.818 -1.052 3.728 -0.537 0.033 0.308
O -1.513 -1.181 1.664 -0.109 -0.950 -0.470
C -0.131 -0.993 3.808 0.312 0.035 -0.557
F 0.863 -0.378 3.112 -0.225 0.244 0.518
F 0.073 -2.301 3.621 -0.375 -0.010 0.266
F -0.019 -0.696 5.076 -0.322 0.108 -0.118
Se 0.535 -2.913 0.376 -0.703 0.200 -0.355
C 1.778 -3.681 -0.866 0.351 0.435 0.098
C 3.128 -3.311 -0.867 -0.358 0.322 -0.096
C 3.976 -3.851 -1.813 0.130 -0.243 -0.028
C 3.510 -4.791 -2.726 -0.145 0.123 0.093
C 2.175 -5.177 -2.709 0.180 0.010 0.064
C 1.314 -4.643 -1.771 -0.433 0.273 0.444
H 3.510 -2.612 -0.138 0.028 0.104 0.066
H 5.010 -3.545 -1.827 0.117 -0.045 0.018
H 4.185 -5.234 -3.442 0.065 0.031 -0.081
H 1.802 -5.903 -3.416 -0.001 -0.054 -0.028
H 0.279 -4.951 -1.745 -0.095 -0.054 -0.028
I 1.942 0.021 -1.121 1.136 1.073 -1.647
I 2.164 2.552 -3.074 -0.452 -1.567 1.442
```
Positions in Å, forces in eV/Å.

Output
* charge: +1
* highest occupied orbital energy (alpha / beta): -13.1 / -13.1 eV
* lowest unoccupied orbital energy (alpha / beta): -0.279 / -0.281 Eh
* HOMO-LUMO gap (alpha / beta): 5.4929 / 5.4584 eV
* multiplicity: 1


Entry 2:
Density functional theory data (ωB97M-V/def2-TZVPD) for a structure of composition C40H65AlN8OPS2Se.

```
119
Properties=species:S:1:pos:R:3:forces:R:3
Al 0.465 0.173 0.625 -0.508 0.083 0.310
N 6.559 -1.375 4.017 -0.057 -0.139 0.081
C 5.371 -1.922 4.318 0.021 0.206 -0.244
S 5.186 -3.040 5.499 0.119 -0.124 0.153
C 4.200 -1.439 3.502 0.114 0.015 -0.019
C 2.918 -1.810 3.887 -0.110 0.064 -0.103
C 1.837 -1.370 3.151 0.094 0.067 0.023
N 1.951 -0.594 2.071 0.028 -0.003 0.103
C 3.185 -0.256 1.679 0.022 -0.126 0.045
C 4.320 -0.648 2.360 0.010 -0.148 0.211
H 7.372 -1.701 4.515 -0.049 0.022 -0.020
H 6.690 -0.708 3.279 -0.039 0.026 -0.012
H 2.779 -2.446 4.750 0.008 0.006 0.004
H 0.834 -1.653 3.427 -0.026 0.055 0.039
H 3.242 0.301 0.754 -0.012 0.083 -0.028
H 5.270 -0.350 1.942 0.069 0.003 0.026
C -1.287 0.541 -5.581 0.016 -0.010 -0.055
C -0.033 0.696 -4.718 0.079 -0.009 -0.037
C -0.243 0.139 -3.315 0.087 -0.020 0.041
C -1.410 0.824 -2.562 -0.122 -0.019 0.114
C -2.249 1.662 -3.538 -0.119 0.016 0.023
C -2.561 0.805 -4.763 -0.065 0.004 0.009
P -0.881 1.691 -1.010 0.022 -0.010 0.075
C -2.449 2.529 -0.499 0.001 0.053 -0.082
C -3.573 1.485 -0.354 0.020 -0.046 -0.043
C -4.750 2.090 0.401 -0.040 -0.003 -0.036
C -4.376 2.354 1.861 0.001 0.015 0.053
C -2.882 2.663 2.001 0.020 -0.031 0.096
C -2.326 3.383 0.782 0.046 0.002 0.079
C 0.289 2.979 -1.700 0.037 -0.091 -0.082
C -0.337 4.271 -2.261 -0.021 -0.024 -0.079
C -0.472 5.413 -1.260 -0.097 0.023 0.053
C 0.849 5.695 -0.559 0.020 0.041 -0.018
C 1.352 4.434 0.128 0.042 -0.022 0.072
C 1.537 3.294 -0.865 0.055 -0.068 0.071
H -1.322 -0.465 -6.004 0.003 -0.023 0.003
H -1.239 1.227 -6.429 0.016 0.008 -0.013
H 0.253 1.751 -4.667 -0.006 0.034 0.009
H 0.813 0.185 -5.182 -0.001 0.005 -0.012
H 0.673 0.190 -2.726 0.004 -0.024 -0.014
H -0.475 -0.923 -3.391 -0.009 -0.089 0.008
H -2.063 0.032 -2.183 0.038 0.023 -0.037
H -1.720 2.557 -3.863 0.031 0.026 -0.028
H -3.178 1.996 -3.072 0.014 0.007 -0.019
H -3.320 1.287 -5.381 0.001 0.008 0.003
H -2.995 -0.137 -4.417 -0.001 -0.030 0.005
H -2.721 3.202 -1.318 0.010 -0.082 0.030
H -3.213 0.593 0.174 0.001 0.000 0.014
H -3.890 1.136 -1.336 -0.005 -0.008 -0.008
H -5.623 1.439 0.343 0.000 -0.020 -0.003
H -5.032 3.026 -0.090 -0.014 0.019 -0.015
H -4.616 1.478 2.468 -0.014 -0.006 0.014
H -4.970 3.181 2.255 -0.005 0.013 0.002
H -2.334 1.726 2.121 0.034 -0.057 0.003
H -2.697 3.251 2.903 0.005 0.009 0.018
H -1.288 3.672 0.958 -0.087 -0.057 0.040
H -2.876 4.316 0.642 -0.024 0.020 0.013
H 0.653 2.408 -2.562 -0.003 0.002 0.072
H -1.303 4.075 -2.722 0.031 0.020 0.021
H 0.318 4.609 -3.073 0.014 0.012 0.004
H -1.233 5.176 -0.511 0.081 0.064 -0.112
H -0.825 6.303 -1.785 0.011 0.017 -0.010
H 0.739 6.510 0.160 -0.017 -0.004 0.010
H 1.590 6.021 -1.295 0.022 0.019 -0.016
H 0.632 4.143 0.899 0.013 -0.024 0.066
H 2.299 4.635 0.637 0.032 -0.007 0.013
H 1.893 2.379 -0.380 -0.015 0.072 -0.052
H 2.331 3.582 -1.563 0.002 0.029 -0.021
C -0.841 -4.188 1.762 0.009 0.026 -0.125
N -1.001 -3.661 3.107 -0.002 0.205 0.082
C -0.806 -4.387 4.258 -0.034 0.020 0.163
C -1.028 -3.557 5.299 0.057 -0.141 -0.038
N -1.344 -2.327 4.770 -0.001 -0.105 -0.152
C -1.651 -1.143 5.547 -0.062 0.072 0.005
C -1.318 -2.393 3.421 -0.034 0.092 -0.061
Se -1.690 -0.955 2.283 0.064 0.106 -0.198
H -1.042 -5.256 1.793 0.005 0.018 -0.040
H 0.174 -4.007 1.410 -0.024 -0.034 -0.028
H -1.537 -3.688 1.090 0.023 -0.016 -0.032
H -0.539 -5.425 4.230 0.020 -0.105 0.015
H -0.996 -3.730 6.357 0.002 -0.036 0.091
H -1.728 -1.434 6.591 0.001 0.029 -0.001
H -2.597 -0.718 5.211 0.056 0.010 0.034
H -0.854 -0.409 5.429 -0.033 -0.040 0.055
C 1.868 2.845 3.322 -0.083 0.044 -0.055
C 0.656 2.029 2.998 -0.034 -0.204 0.022
N -0.207 1.757 3.963 0.016 0.020 0.009
O 0.461 1.588 1.845 0.060 0.313 -0.123
H 1.581 3.825 3.705 -0.015 0.006 0.013
H 2.470 2.972 2.429 0.009 -0.007 -0.029
H 2.447 2.333 4.091 0.044 -0.019 0.029
H -0.088 2.140 4.886 -0.008 0.000 -0.039
H -0.987 1.133 3.756 0.062 0.076 -0.046
C -2.223 -5.244 -3.717 0.014 -0.144 -0.048
N -2.349 -3.960 -3.052 -0.146 0.184 0.026
C -1.365 -3.326 -2.385 0.261 0.228 0.015
S -1.720 -2.267 -1.113 -0.267 -0.266 0.165
N -0.091 -3.525 -2.756 0.010 -0.039 0.223
C 0.385 -3.852 -4.088 0.038 0.003 -0.155
H -3.049 -5.884 -3.406 0.009 0.004 -0.037
H -1.294 -5.726 -3.417 -0.046 -0.013 -0.010
H -2.241 -5.154 -4.804 0.005 -0.027 0.014
H -3.272 -3.683 -2.750 0.150 -0.050 -0.003
H 0.586 -3.087 -2.140 -0.032 0.028 -0.012
H 0.724 -4.886 -4.170 -0.012 0.018 -0.021
H 1.226 -3.196 -4.310 -0.006 -0.034 -0.015
H -0.399 -3.671 -4.823 0.043 -0.004 0.012
N 1.481 -0.236 -0.679 0.005 0.220 -0.313
C 2.227 -1.276 -1.065 -0.034 -0.044 -0.053
C 2.193 -2.544 -0.426 -0.053 -0.076 -0.026
C 2.952 -3.615 -0.865 0.033 -0.112 -0.049
C 3.786 -3.497 -1.969 0.015 -0.008 0.016
C 3.849 -2.263 -2.613 0.072 -0.084 -0.033
C 3.104 -1.186 -2.178 -0.019 0.083 -0.031
H 1.521 -2.662 0.416 -0.021 -0.017 0.022
H 2.883 -4.562 -0.341 0.007 -0.039 0.012
H 4.376 -4.334 -2.312 0.026 -0.043 -0.016
H 4.496 -2.141 -3.473 0.026 -0.004 -0.028
H 3.170 -0.234 -2.691 -0.005 0.039 -0.022
```
Positions in Å, forces in eV/Å.

Output
* charge: +1
* highest occupied orbital energy: -8.2 eV
* lowest unoccupied orbital energy: -0.105 Eh
* HOMO-LUMO gap: 5.3156 eV
* multiplicity: 1


Entry 3:
Density functional theory data (ωB97M-V/def2-TZVPD) for a cluster of 2 separate species, H3NOPS in total in a non-equilibrium geometry.

```
7
Properties=species:S:1:pos:R:3:forces:R:3
N 0.885 -0.496 0.506 0.036 0.339 -0.666
O -2.084 0.257 0.536 -0.333 -0.486 -1.104
P -1.818 -1.075 -0.097 1.103 0.075 0.506
S 2.658 -0.367 0.155 -0.493 -0.289 -0.071
H 0.694 -1.315 1.063 0.221 0.311 0.557
H 0.665 0.383 0.984 -0.420 -0.843 -0.009
H -1.675 -1.116 -1.619 -0.114 0.893 0.786
```
Positions in Å, forces in eV/Å.

Output
* charge: -1
* highest occupied orbital energy (alpha / beta): -2.3 / -2.3 eV
* lowest unoccupied orbital energy (alpha / beta): 0.110 / 0.110 Eh
* HOMO-LUMO gap (alpha / beta): 5.3011 / 5.3040 eV
* multiplicity: 1